50
Properties=species:S:1:pos:R:3 method="wB97M-V/def2-TZVPD" charge=+1 orbital_gap_ha="0.229 / 0.172" homo_energy_ev="-11.09 / -11.12" multiplicity=3 lumo_ev="-4.8723 / -6.4440"
C -1.22117 -3.73570 -0.42387
C -0.76817 -2.41755 -0.60614
N -0.32391 -1.68006 0.52582
C 0.00636 -2.33119 1.64317
C -0.17885 -3.68456 1.77173
C -0.83342 -4.42818 0.72754
C -1.01191 -1.60288 -1.77298
P 0.08246 -0.03458 -2.10040
W -0.14325 0.39177 0.12786
P 0.43387 0.33487 2.39932
C 0.74488 -1.44893 2.61059
O -3.88678 -0.67859 -1.95939
O -3.23554 1.62797 -0.62109
H -1.73448 -4.24568 -1.25280
H 0.18393 -4.19610 2.62367
H -1.01991 -5.48679 0.82511
C 1.35688 -0.77721 -3.15887
C -0.90966 1.06326 -3.21745
H 0.42610 -1.69104 3.60968
H 1.82373 -1.58499 2.53393
H -2.93083 -0.91767 -1.90537
H -1.35404 -2.09213 -2.67288
C 1.86933 1.23101 3.11291
C -0.94116 0.68992 3.57891
H -1.57007 1.28462 -0.13002
H -3.27080 2.35171 -1.27105
H -3.54009 0.88685 -1.26478
H -4.33722 -1.10357 -1.19388
H 1.46152 0.87844 0.06627
H -0.83455 1.87894 0.38529
H 0.90816 -1.14454 -4.09832
H 2.08178 0.04078 -3.29559
H 1.80199 -1.61714 -2.60628
H -1.12585 0.56106 -4.17698
H -1.86534 1.38462 -2.76220
H -0.25097 1.94068 -3.33556
H -0.56180 0.49420 4.60359
H -1.24934 1.74990 3.45241
H -1.79088 0.02291 3.33745
H 1.74533 1.23737 4.21634
H 2.77701 0.66681 2.82809
H 1.90545 2.24675 2.64089
C 3.35796 2.40555 -0.57990
S 2.01202 3.54813 -0.34651
O 1.71573 3.58294 1.08344
O 2.38915 4.81194 -0.90759
O 0.84987 2.99500 -1.14464
H 4.23395 3.00430 -0.75732
H 3.19608 1.78369 -1.44752
H 3.52645 1.80311 0.30536